Density functional theory data (ωB97M-V/def2-TZVPD) for the molecule C6H10ClFO3.

Values from the calculation:
- HOMO-LUMO gap (spin up / spin down) (Eh) = 0.31138 / 0.29686
- energy above the lowest of the compared OMol25 structures with the same formula, charge and spin (kcal per mole) = 81.60
- spin multiplicity = 1

Structure (XYZ):
```
21
Properties=species:S:1:pos:R:3:nbo_charge:R:1
C 0.0867 1.7955 -0.2613 0.192
C -0.9673 0.8397 0.2355 -0.015
C 0.6932 -0.9727 0.0779 -0.005
C 1.8051 0.0645 0.1133 0.280
C 1.1667 -2.2810 0.7512 -0.614
C -2.0262 0.4327 -0.8996 -0.079
O -0.4521 -0.4509 0.7141 -0.536
O 0.3312 2.8822 0.4524 -0.675
O -3.1108 -0.2862 -0.3570 -0.741
F 2.3227 0.2660 1.3879 -0.364
Cl 3.1341 -0.0079 -1.0929 -0.054
H 0.4407 1.8938 -1.3178 0.181
H -1.3964 1.4005 1.0538 0.227
H 0.3463 -1.3259 -0.9951 0.186
H 0.3095 -2.8368 1.0266 0.221
H 1.6001 -2.0399 1.6542 0.216
H 1.8646 -2.8476 0.0739 0.221
H -1.7611 -0.1302 -1.8018 0.190
H -2.6136 1.3842 -1.1573 0.188
H 1.2166 3.2846 0.2371 0.504
H -2.9898 -1.0645 0.1047 0.478
```

---

Density functional theory data (ωB97M-V/def2-TZVPD) for a structure of composition C6H10ClN.

Values from the calculation:
- HOMO-LUMO gap (Eh) = 0.34095
- energy above the lowest of the compared OMol25 structures with the same formula, charge and spin (kcal per mole) = 124.47
- spin multiplicity = 1

Structure (XYZ):
```
18
Properties=species:S:1:pos:R:3:nbo_charge:R:1
C -0.1120 2.5929 0.8437 -0.654
C -0.7322 1.3369 0.5059 -0.040
C -2.1151 1.0995 0.5128 -0.375
C 0.2789 0.1722 0.3588 -0.249
C 0.2116 -0.9124 -0.3699 0.021
C 1.1355 -2.1262 -0.2550 -0.290
H 0.5274 2.3736 1.7915 0.218
H 0.4997 3.1118 0.0340 0.232
H -0.7556 3.3470 1.3089 0.228
H -2.8346 1.9285 0.6620 0.205
H -2.5410 0.0177 0.3733 0.218
H 1.2881 0.4376 0.8328 0.231
H 0.5121 -2.9334 0.0126 0.211
H 1.7849 -1.6495 0.5989 0.200
H 0.6919 -1.7402 -2.1837 0.360
H 1.6258 -3.5225 -2.1202 0.291
N 1.7526 -2.1238 -1.5735 -0.766
Cl -1.2178 -1.4097 -1.3330 -0.041
```

---

Density functional theory data (ωB97M-V/def2-TZVPD) for the molecule C6H10ClNO2.

Values from the calculation:
- HOMO-LUMO gap (spin up / spin down) (Eh) = 0.30832 / 0.31131
- energy above the lowest of the compared OMol25 structures with the same formula, charge and spin (kcal per mole) = 109.29
- spin multiplicity = 1
- structure (SMILES) = [O-][N+]1=C(Cl)CCCC[C@@H]1O

Structure (XYZ):
```
20
Properties=species:S:1:pos:R:3:nbo_charge:R:1
O 1.5408 0.8507 1.4147 -0.469
N 0.8819 -0.1692 1.1137 0.050
C -0.3905 -0.2760 1.6198 0.128
Cl -1.0768 -1.9378 1.5270 -0.086
C -1.1935 0.8987 1.2851 -0.501
C -1.4058 0.8808 -0.2477 -0.403
C -0.1608 0.9030 -1.1568 -0.425
C 0.6087 -0.4145 -1.3215 -0.442
C 1.5941 -0.9634 -0.1435 0.300
O 1.6779 -2.2549 -0.0231 -0.691
H -0.4683 1.7162 1.7354 0.271
H -2.1382 1.0357 1.8821 0.234
H -2.0110 1.8530 -0.3650 0.226
H -1.9788 -0.1245 -0.3908 0.214
H -0.6398 1.1141 -2.1432 0.221
H 0.5035 1.7904 -0.9953 0.229
H -0.1477 -1.2037 -1.4786 0.205
H 1.1511 -0.2881 -2.1927 0.219
H 2.6414 -0.5493 -0.1857 0.213
H 1.0118 -2.8612 0.0661 0.507
```

---

Density functional theory data (ωB97M-V/def2-TZVPD) for the molecule C6H10F2N2.

Values from the calculation:
- HOMO-LUMO gap (Eh) = 0.37932
- energy above the lowest of the compared OMol25 structures with the same formula, charge and spin (kcal per mole) = 11.44
- spin multiplicity = 1
- structure (SMILES) = C#C[C@@H](N)CC(F)(F)CN

Structure (XYZ):
```
20
Properties=species:S:1:pos:R:3:nbo_charge:R:1
C 3.9643 0.4481 -0.3133 -0.227
C 2.8231 0.0785 -0.3285 -0.041
C 1.4243 -0.3939 -0.3213 -0.123
N 1.1706 -1.4826 0.6245 -0.807
C 0.4812 0.7930 -0.0400 -0.450
C -0.9815 0.4592 0.1348 0.692
F -1.1799 -0.0645 1.3829 -0.357
F -1.6555 1.6476 0.1105 -0.344
C -1.5955 -0.4935 -0.8849 -0.285
N -3.0049 -0.6893 -0.5853 -0.818
H 4.9924 0.7736 -0.2818 0.242
H 1.1868 -0.7851 -1.2954 0.213
H 1.8894 -2.1973 0.5484 0.364
H 1.2288 -1.1326 1.5328 0.358
H 0.5761 1.4803 -0.8860 0.235
H 0.7814 1.3213 0.8417 0.231
H -0.9732 -1.3994 -0.8697 0.194
H -1.5356 -0.0347 -1.8704 0.200
H -3.4286 -1.3438 -1.2431 0.361
H -3.0555 -1.0764 0.3277 0.361
```

---

Density functional theory data (ωB97M-V/def2-TZVPD) for a cluster of 2 separate species, C6H10F2NOP in total.

Values from the calculation:
- HOMO-LUMO gap (Eh) = 0.33166
- energy above the lowest of the compared OMol25 structures with the same formula, charge and spin (kcal per mole) = 0.00
- spin multiplicity = 1

Structure (XYZ):
```
21
Properties=species:S:1:pos:R:3:nbo_charge:R:1
C -0.8706 -0.8517 -0.4721 0.724
C 1.3124 1.6372 -1.2077 -0.415
C 1.3138 1.9793 0.2856 -0.410
C -0.0678 1.1321 -1.4828 -0.220
C 0.5740 0.6628 0.8189 -0.228
C -0.9480 -1.9610 1.3727 0.337
N -0.1989 0.2340 -0.3224 -0.471
O -1.5601 -1.2700 -1.3493 -0.598
F 0.2074 -1.9670 2.0225 -0.365
F -1.6790 -1.1134 2.2100 -0.380
P -1.3725 -3.6968 0.9861 0.260
H 1.2828 2.6171 -1.7189 0.219
H 2.1136 0.9605 -1.3162 0.213
H 2.4494 2.1304 0.3567 0.230
H 0.7383 2.8678 0.5892 0.209
H -0.7155 1.9609 -1.2945 0.190
H -0.2697 0.6610 -2.4597 0.238
H 1.2980 -0.1538 1.1050 0.231
H -0.0786 1.0358 1.5923 0.219
H -0.8290 -3.4225 -0.2796 0.015
H -2.7000 -3.4427 0.5640 0.002
```

---

Density functional theory data (ωB97M-V/def2-TZVPD) for a cluster of 2 separate species, C6H10FIO in total.

Values from the calculation:
- HOMO-LUMO gap (Eh) = 0.28029
- energy above the lowest of the compared OMol25 structures with the same formula, charge and spin (kcal per mole) = 60.13
- spin multiplicity = 1

Structure (XYZ):
```
19
Properties=species:S:1:pos:R:3:nbo_charge:R:1
C 0.5591 2.5808 -1.0012 0.887
C 1.2270 -1.0152 -0.0418 -0.090
C -0.4116 2.0410 1.2342 -0.572
C -0.2474 -2.4508 -1.2578 -0.603
C 0.6279 2.8780 0.4442 -0.531
C 0.9736 -1.5896 -1.3690 -0.671
O 0.1651 1.5671 -1.4809 -0.553
F 1.2383 3.4920 -1.7206 -0.337
I 3.1171 -0.4035 0.3657 0.173
H -0.0717 1.0822 1.2781 0.229
H -1.3246 2.1827 0.7556 0.206
H -0.3711 2.4355 2.1213 0.199
H -1.0907 -1.9247 -1.8030 0.216
H -0.6131 -2.6343 -0.2425 0.233
H -0.0973 -3.3855 -1.7378 0.215
H 1.5666 2.5220 0.7665 0.246
H 0.5785 3.9628 0.6503 0.229
H 0.7992 -0.7799 -2.0830 0.302
H 1.9291 -1.9937 -1.7283 0.222
```

---

Density functional theory data (ωB97M-V/def2-TZVPD) for a structure of composition C6H10FN.

Values from the calculation:
- HOMO-LUMO gap (Eh) = 0.36552
- energy above the lowest of the compared OMol25 structures with the same formula, charge and spin (kcal per mole) = 159.46
- spin multiplicity = 1

Structure (XYZ):
```
18
Properties=species:S:1:pos:R:3:nbo_charge:R:1
C -0.1511 -0.2866 1.6568 -0.605
C -0.6360 -0.7700 0.2558 -0.333
C 0.5824 -1.5040 -0.3661 -0.229
C 0.3023 0.6588 -1.3464 -0.085
C -0.2106 1.6427 -0.2558 -0.461
C -0.8558 0.4222 -0.6349 0.262
H 1.2474 -0.3061 1.3040 0.178
H -0.5535 -1.2600 2.3322 0.237
H -0.3220 1.1445 2.1935 0.229
H -1.6691 -1.1961 0.2455 0.239
H 1.1176 -1.8892 0.5542 0.226
H 0.0689 -2.3619 -1.1549 0.217
H 2.0539 0.2481 -0.4091 0.377
H 0.3840 0.9849 -2.4922 0.223
H -0.9306 2.4113 -0.6823 0.239
H 0.3611 1.9173 0.7700 0.235
N 1.3270 -0.3386 -1.0368 -0.628
F -2.1161 0.4827 -0.9333 -0.318
```

---

Density functional theory data (ωB97M-V/def2-TZVPD) for a cluster of 2 separate species, C6H10FN in total.

Values from the calculation:
- HOMO-LUMO gap (Eh) = 0.31810
- energy above the lowest of the compared OMol25 structures with the same formula, charge and spin (kcal per mole) = 129.34
- spin multiplicity = 1

Structure (XYZ):
```
18
Properties=species:S:1:pos:R:3:nbo_charge:R:1
C 2.1004 -1.1516 0.0921 -0.642
C 1.5592 0.3775 0.0264 -0.013
C 2.4610 1.4803 0.0469 -0.434
C 0.1996 0.7574 -0.0897 -0.351
C -0.7042 -0.2044 -0.0285 0.410
C -2.1573 -0.3914 0.1715 -0.276
H 3.1538 -1.2047 -0.2793 0.218
H 1.5224 -1.8759 -0.6342 0.252
H 1.8985 -1.3990 1.3178 0.229
H 3.6261 1.2308 -0.1888 0.200
H 2.1241 2.5546 -0.2185 0.205
H -0.1816 1.8333 -0.0001 0.236
H -2.5266 -1.2152 -0.5771 0.240
H -2.0715 -0.9731 1.3456 0.212
H -2.4409 1.8463 0.5099 0.390
H -3.1287 1.0691 -1.3197 0.355
N -2.8978 0.9309 0.0707 -0.857
F -0.2715 -1.5098 -0.1958 -0.373
```